one | Here is C5H10O3 in the gas phase from the OMol25 dataset. Energies are from wB97M-V/def2-TZVPD.

Atoms and positions in Å:
C 0.8574 1.6569 0.5358
C 0.9969 -0.7462 -0.6117
C 1.8587 -0.3278 -1.5374
O 0.3567 0.3256 0.5622
H 1.1458 -1.6262 -0.0059
H 1.8658 1.6368 0.1184
H 0.8856 2.0346 1.5587
H 0.2159 2.2922 -0.0800
H 2.7724 -0.8875 -1.6789
H 1.6708 0.5315 -2.1647
C -1.8418 -0.7806 1.2071
C -1.3398 0.1634 0.1500
O -0.6643 -0.7685 -1.0845
O -1.8550 1.1629 -0.2375
H -0.9847 -1.6814 -1.1437
H -1.1275 -1.5713 1.4246
H -2.0243 -0.2058 2.1146
H -2.7886 -1.2086 0.8730

## Properties
- Multiplicity: 1
- Charge: 0

In elementary charge units, the natural (NBO) charges are:
1 C -0.27
2 C 0.26
3 C -0.68
4 O -0.56
5 H 0.19
6 H 0.21
7 H 0.19
8 H 0.20
9 H 0.23
10 H 0.22
11 C -0.71
12 C 0.85
13 O -0.71
14 O -0.61
15 H 0.49
16 H 0.22
17 H 0.25
18 H 0.23

two | Here is 2 unconnected molecules or ions with the total composition C5H10O3 from the OMol25 dataset. Energies are from wB97M-V/def2-TZVPD.

Atoms and positions in Å:
C -0.9795 1.9543 0.4043
C -1.1999 -0.3095 -0.9304
C 1.1657 -1.6724 0.2415
C 1.0515 0.8279 0.2640
C 0.4048 -0.3893 0.4378
O 0.3924 1.9570 0.3043
O 2.3257 0.9261 -0.2014
O -2.3370 -0.7684 -0.2907
H 2.4351 1.7953 -0.6110
H -2.1571 -1.6334 0.0954
H -1.3472 2.9698 0.3419
H -1.4148 1.3294 1.1748
H -0.6634 -1.0775 -1.4846
H -1.4349 0.5281 -1.5656
H -0.3240 -0.4033 1.2426
H 0.4779 -2.5042 0.0625
H 1.8446 -1.6016 -0.6084
H 1.7600 -1.9281 1.1230

## Properties
- Multiplicity: 1
- Charge: 0

In elementary charge units, the natural (NBO) charges are:
1 C -0.29
2 C -0.02
3 C -0.63
4 C 0.58
5 C -0.33
6 O -0.42
7 O -0.68
8 O -0.70
9 H 0.49
10 H 0.47
11 H 0.17
12 H 0.15
13 H 0.15
14 H 0.20
15 H 0.22
16 H 0.20
17 H 0.23
18 H 0.23

three | Here is C5H10O3 in the gas phase from the OMol25 dataset. Energies are from wB97M-V/def2-TZVPD.

Atoms and positions in Å:
C -0.7551 0.6465 -1.7508
C -0.5217 0.4410 -0.2739
C -1.7750 0.4022 0.5614
O 0.6250 1.1558 0.3448
C 0.7047 -0.2310 0.1931
C 0.7204 -1.1011 1.4372
O 1.5541 -0.6525 -0.8259
O 2.9078 -0.5018 -0.4167
H -1.2229 1.6164 -1.9194
H 0.1836 0.6026 -2.3057
H -1.4003 -0.1425 -2.1290
H -2.3026 -0.5354 0.4102
H -2.4303 1.2220 0.2515
H -1.5482 0.5413 1.6158
H -0.0052 -1.9058 1.3524
H 0.5170 -0.4925 2.3225
H 1.7206 -1.5272 1.5294
H 3.0281 0.4621 -0.3969

## Properties
- Multiplicity: 1
- Charge: 0
- SMILES string: CC1(C)O[C@]1(C)OO

In elementary charge units, the natural (NBO) charges are:
1 C -0.64
2 C 0.22
3 C -0.64
4 O -0.51
5 C 0.45
6 C -0.67
7 O -0.27
8 O -0.44
9 H 0.22
10 H 0.24
11 H 0.22
12 H 0.22
13 H 0.22
14 H 0.23
15 H 0.22
16 H 0.23
17 H 0.24
18 H 0.46

Relative energies with respect to the most stable structure, expressed in eV: one 0.968; two 1.751; three 0.000.

one | Here is 8 unconnected molecules or ions with the total composition C20H44O8 from the OMol25 dataset. Energies are from wB97M-V/def2-TZVPD.

Atoms and positions in Å:
C 0.0132 6.4320 -1.4563
C 1.0140 6.6750 -2.5750
C 1.4762 8.1049 -2.7126
O 1.5216 5.8253 -3.2208
H 0.3543 6.7017 -0.4568
H -0.2389 5.3749 -1.3727
H -0.8916 6.9922 -1.6923
H 0.7729 8.6363 -3.3537
H 2.4578 7.9725 -3.1678
H 1.5491 8.6069 -1.7479
C -6.5666 -5.2808 2.4496
C -6.0476 -4.8173 3.8044
C -6.6940 -5.4498 5.0162
O -5.1386 -4.0340 3.8889
H -6.1455 -6.2429 2.1580
H -6.3569 -4.5124 1.7055
H -7.6543 -5.2548 2.5166
H -6.8938 -6.4987 4.7972
H -7.6289 -4.9355 5.2389
H -6.0623 -5.3717 5.9011
C 3.7229 3.5034 4.6428
C 3.5874 4.1864 3.3262
C 4.2839 5.4509 3.0116
O 2.8083 3.7148 2.5287
H 3.7710 4.2287 5.4550
H 4.6816 2.9917 4.7276
H 2.8394 2.8980 4.8453
H 3.7459 6.2040 3.5874
H 4.1847 5.5794 1.9337
H 5.3359 5.4194 3.2949
C 2.3844 -4.2413 3.1455
C 3.8276 -3.8239 2.9645
C 4.1339 -2.3619 2.8571
O 4.7160 -4.6984 2.9197
H 1.7532 -3.7572 2.4003
H 1.9918 -3.9636 4.1237
H 2.2769 -5.3174 3.0091
H 5.1856 -2.1807 2.6352
H 3.9420 -1.8740 3.8127
H 3.5838 -1.9092 2.0322
C -3.5703 1.0526 -3.0276
C -3.7863 1.8416 -4.3075
C -2.6048 2.0892 -5.1577
O -4.9173 2.0647 -4.7324
H -2.7238 0.3861 -3.1930
H -4.4568 0.4833 -2.7480
H -3.4296 1.7151 -2.1736
H -1.7015 2.4044 -4.6354
H -2.9119 2.8820 -5.8399
H -2.4335 1.1673 -5.7133
C 4.1326 -0.3814 -3.6699
C 3.1532 -1.5093 -4.0729
C 2.8981 -2.6795 -3.1631
O 2.5529 -1.4667 -5.1647
H 3.9067 0.4637 -4.3202
H 5.1896 -0.6455 -3.7019
H 3.8293 0.0698 -2.7251
H 2.1045 -3.2778 -3.6108
H 2.5413 -2.3911 -2.1743
H 3.8243 -3.2513 -3.1064
C -2.5789 -4.8742 -2.4969
O -2.4884 -6.3210 -2.5378
H -2.0182 -4.4817 -1.6486
H -2.0149 -4.5135 -3.3571
H -3.6039 -4.5066 -2.4490
H -2.9117 -6.6570 -3.3312
C -0.4931 0.0460 1.8996
O 0.1946 0.2974 0.6321
H -1.2614 -0.7210 1.8023
H 0.2018 -0.1837 2.7073
H -1.0385 0.9111 2.2768
H 0.8188 1.0142 0.7666

## Properties
- Multiplicity: 1
- Charge: 0
- SMILES string: CC(C)=O.CC(C)=O.CC(C)=O.CC(C)=O.CC(C)=O.CC(C)=O.CO.CO

In elementary charge units, the Mulliken charges are:
1 C -1.06
2 C 0.76
3 C -0.99
4 O -0.53
5 H 0.31
6 H 0.28
7 H 0.32
8 H 0.27
9 H 0.31
10 H 0.32
11 C -0.97
12 C 0.71
13 C -1.02
14 O -0.54
15 H 0.28
16 H 0.30
17 H 0.33
18 H 0.32
19 H 0.28
20 H 0.32
21 C -1.01
22 C 0.74
23 C -0.97
24 O -0.56
25 H 0.33
26 H 0.28
27 H 0.30
28 H 0.26
29 H 0.28
30 H 0.34
31 C -1.03
32 C 0.87
33 C -1.05
34 O -0.57
35 H 0.30
36 H 0.29
37 H 0.31
38 H 0.31
39 H 0.29
40 H 0.27
41 C -0.98
42 C 0.76
43 C -1.02
44 O -0.57
45 H 0.29
46 H 0.33
47 H 0.26
48 H 0.34
49 H 0.31
50 H 0.27
51 C -0.99
52 C 0.76
53 C -0.93
54 O -0.57
55 H 0.31
56 H 0.29
57 H 0.30
58 H 0.27
59 H 0.27
60 H 0.29
61 C -0.47
62 O -0.52
63 H 0.20
64 H 0.25
65 H 0.24
66 H 0.30
67 C -0.55
68 O -0.49
69 H 0.25
70 H 0.23
71 H 0.27
72 H 0.28

two | Here is 8 unconnected molecules or ions with the total composition C20H44O8 from the OMol25 dataset. Energies are from wB97M-V/def2-TZVPD.

Atoms and positions in Å:
C 3.0499 1.7059 -2.6208
C 2.2097 2.8972 -2.2469
C 2.9302 4.0570 -1.5975
O 1.0373 2.9761 -2.5181
H 3.6801 1.9782 -3.4698
H 2.4159 0.8754 -2.9316
H 3.6679 1.3795 -1.7839
H 4.0137 3.9770 -1.7080
H 2.6937 4.1102 -0.5349
H 2.6242 4.9825 -2.0837
C 2.6965 -3.1765 1.7647
C 3.1865 -2.8428 0.3867
C 4.6150 -3.2199 0.0901
O 2.4812 -2.2951 -0.4282
H 2.8250 -2.3465 2.4699
H 3.2341 -4.0042 2.2278
H 1.6206 -3.3557 1.8077
H 4.7646 -4.2812 0.2931
H 5.2915 -2.6219 0.7020
H 4.8153 -3.0474 -0.9663
C -1.3222 -4.1440 0.1276
C -1.7890 -3.7086 1.5073
C -3.0742 -4.2952 2.0114
O -1.0800 -3.0225 2.2063
H -1.5429 -5.1967 -0.0510
H -0.2466 -3.9877 0.0774
H -1.8235 -3.5445 -0.6346
H -3.5182 -3.6977 2.8057
H -2.8348 -5.2718 2.4376
H -3.7958 -4.4047 1.2021
C -0.5955 3.3751 3.5408
C -0.4423 2.0515 4.2327
C -1.6628 1.2290 4.5748
O 0.6583 1.6418 4.5331
H 0.3796 3.8316 3.4031
H -1.2106 4.0535 4.1404
H -1.0935 3.2598 2.5761
H -2.4692 1.8129 5.0138
H -1.3253 0.3999 5.1885
H -2.0602 0.8263 3.6349
C -2.3142 0.3895 -4.2135
C -3.6370 0.7073 -4.8715
C -4.7262 -0.3380 -4.8193
O -3.8832 1.8184 -5.2800
H -1.8345 1.3105 -3.8826
H -1.6356 -0.0960 -4.9160
H -2.5049 -0.1984 -3.3151
H -4.7451 -0.7924 -3.8296
H -4.5666 -1.1323 -5.5534
H -5.6739 0.1403 -5.0513
C -0.2685 0.1277 -0.7828
C 0.2192 0.6633 0.5420
C 0.4602 -0.3424 1.6440
O 0.4479 1.8461 0.6898
H 0.4483 -0.5938 -1.1858
H -0.3391 0.9663 -1.4753
H -1.2135 -0.4091 -0.6699
H -0.3603 -0.2780 2.3632
H 1.4068 -0.0997 2.1108
H 0.3864 -1.3495 1.2482
C 3.9945 0.6174 1.4995
O 5.3906 0.5125 1.7592
H 3.8082 0.1794 0.5201
H 3.4231 0.0311 2.2266
H 3.5876 1.6309 1.5479
H 5.5223 0.7956 2.6682
C -3.8305 2.5219 -1.1326
O -4.9053 1.9199 -1.8363
H -3.8208 3.6134 -1.2222
H -3.9704 2.3344 -0.0659
H -2.8512 2.1436 -1.4375
H -5.0187 2.4041 -2.6597

## Properties
- Multiplicity: 1
- Charge: 0
- SMILES string: CC(C)=O.CC(C)=O.CC(C)=O.CC(C)=O.CC(C)=O.CC(C)=O.CO.CO

In elementary charge units, the Mulliken charges are:
1 C -1.09
2 C 0.93
3 C -1.08
4 O -0.55
5 H 0.43
6 H 0.28
7 H 0.19
8 H 0.33
9 H 0.24
10 H 0.35
11 C -0.76
12 C 1.00
13 C -1.38
14 O -0.50
15 H 0.17
16 H 0.44
17 H 0.01
18 H 0.41
19 H 0.31
20 H 0.33
21 C -0.82
22 C 0.86
23 C -1.30
24 O -0.51
25 H 0.41
26 H 0.08
27 H 0.25
28 H 0.36
29 H 0.32
30 H 0.36
31 C -1.11
32 C 1.02
33 C -1.12
34 O -0.56
35 H 0.29
36 H 0.42
37 H 0.17
38 H 0.40
39 H 0.32
40 H 0.22
41 C -0.77
42 C 0.71
43 C -1.15
44 O -0.57
45 H 0.20
46 H 0.45
47 H 0.15
48 H 0.31
49 H 0.37
50 H 0.31
51 C -0.72
52 C 0.72
53 C 0.21
54 O -0.65
55 H 0.28
56 H -0.02
57 H 0.39
58 H 0.02
59 H -0.13
60 H -0.24
61 C -0.36
62 O -0.56
63 H 0.02
64 H 0.18
65 H 0.44
66 H 0.31
67 C -0.39
68 O -0.53
69 H 0.34
70 H 0.22
71 H 0.07
72 H 0.30

Relative energies with respect to the most stable structure, expressed in eV: one 1.516; two 0.000.

one | Here is a gas-phase ion, C9H16N (charge +1) from the OMol25 dataset. Energies are from wB97M-V/def2-TZVPD.

Atoms and positions in Å:
C -0.2024 -0.9215 3.4392
C -1.1182 -2.0619 0.0118
C -0.1342 -1.0821 1.9754
C -0.8674 0.7196 -2.0126
C 0.3238 1.1713 -1.1718
C -0.0213 -0.2335 -1.3232
C 1.5615 1.6651 -1.9003
C 0.0542 1.8930 0.1350
C 0.0962 -1.5929 -1.0051
N -0.9824 -1.7347 1.3271
H 0.7065 -1.3250 3.8874
H -0.2423 0.1368 3.6999
H -1.1379 -3.1508 -0.0729
H -2.0570 -1.6632 -0.3789
H 0.7124 -0.6013 1.4689
H -1.8728 0.8786 -1.6388
H -0.8234 0.7828 -3.0928
H 1.7047 1.1325 -2.8368
H 2.4482 1.5307 -1.2850
H 1.4487 2.7244 -2.1166
H -0.7882 1.4531 0.6636
H -0.1790 2.9339 -0.0785
H 0.9317 1.8683 0.7768
H -1.0687 -1.4349 3.8469
H 1.0351 -1.8686 -0.5247
H -0.1222 -2.2233 -1.8688

## Properties
- Multiplicity: 1
- Charge: +1

In elementary charge units, the natural (NBO) charges are:
1 C -0.67
2 C -0.14
3 C 0.18
4 C -0.52
5 C -0.12
6 C 0.53
7 C -0.59
8 C -0.59
9 C -0.58
10 N -0.39
11 H 0.25
12 H 0.24
13 H 0.25
14 H 0.23
15 H 0.15
16 H 0.28
17 H 0.28
18 H 0.22
19 H 0.23
20 H 0.25
21 H 0.22
22 H 0.25
23 H 0.23
24 H 0.25
25 H 0.26
26 H 0.30

two | Here is 2 unconnected molecules or ions with the total composition C9H16N from the OMol25 dataset. Energies are from wB97M-V/def2-TZVPD.

Atoms and positions in Å:
C 1.4223 -1.1902 -2.5005
C -0.8569 -0.4954 -1.7612
C 0.3089 -1.2477 -1.5136
C -1.9651 -0.6763 -0.9723
C -1.9963 -1.5074 0.0917
C 0.3238 -2.0964 -0.3519
C -0.8843 -2.2132 0.3634
H -1.0510 0.1646 -2.5932
H -2.8677 -0.1551 -1.3178
H 2.3443 -0.8349 -1.9343
H 1.2032 -0.6998 -3.5183
H -2.9425 -1.6335 0.7187
H 1.0887 -2.6749 0.0470
H -1.0170 -2.7902 1.1848
H 1.7494 -2.2491 -2.8974
C 0.8230 1.5433 1.1289
C 0.8320 1.4643 2.6340
N -0.1784 2.5587 0.5778
H 1.8942 1.8910 0.9822
H 0.5423 0.3951 0.7436
H -0.1668 1.4534 3.0625
H 1.6104 1.9816 3.2080
H -0.6809 2.2964 -0.3432
H -0.8976 2.5905 1.3157
H 0.2656 3.5930 0.4709
H 1.0965 0.5324 3.1743

## Properties
- Multiplicity: 1
- Charge: +1

In elementary charge units, the natural (NBO) charges are:
1 C -0.66
2 C -0.27
3 C -0.01
4 C -0.22
5 C -0.23
6 C -0.23
7 C -0.19
8 H 0.22
9 H 0.21
10 H 0.23
11 H 0.24
12 H 0.23
13 H 0.23
14 H 0.21
15 H 0.25
16 C -0.28
17 C -0.71
18 N -0.72
19 H 0.25
20 H 0.29
21 H 0.23
22 H 0.25
23 H 0.48
24 H 0.45
25 H 0.47
26 H 0.28

Relative energies with respect to the most stable structure, expressed in eV: one 1.106; two 0.000.